{
  "formula": "C7H14MoN3O",
  "method": "the ωB97M-V functional and the def2-TZVPD basis",
  "symbols": ["C", "Mo", "N", "H", "H", "H", "H", "H", "H", "H", "H", "N", "C", "O", "C", "C", "C", "N", "C", "C", "H", "H", "H", "H", "H", "H"],
  "coordinates": [[3.38, 2.73, 0.70], [0.45, 1.48, -1.95], [-1.05, 2.95, -2.38], [0.88, 2.83, -1.03], [-1.22, 2.80, -3.37], [3.73, 3.59, 1.17], [4.07, 2.33, -0.07], [2.38, 2.77, 0.30], [3.24, 1.95, 1.45], [-1.84, 2.70, -1.80], [-0.74, 3.89, -2.17], [-1.37, -4.53, 1.07], [-1.80, -3.29, 1.48], [-2.73, -3.17, 2.28], [-1.10, -2.11, 0.84], [-0.17, -2.18, -0.22], [0.38, -1.04, -0.79], [-0.01, 0.21, -0.41], [-0.86, 0.33, 0.66], [-1.41, -0.80, 1.26], [-1.74, -5.33, 1.56], [-0.49, -4.63, 0.60], [0.13, -3.11, -0.67], [1.14, -1.08, -1.58], [-1.10, 1.33, 1.01], [-2.14, -0.62, 2.05]],
  "mulliken_spin": [-0.020, 2.108, -0.029, -0.118, -0.005, -0.001, -0.001, -0.010, -0.001, 0.003, 0.010, 0.002, 0.002, 0.007, 0.043, -0.055, 0.067, -0.002, 0.043, -0.026, 0.000, 0.000, -0.002, -0.018, 0.005, -0.002],
  "homo_ha": [-0.424, -0.390],
  "multiplicity": 3,
  "total_charge": 1,
  "e_tot_ev": -15849.9068,
  "e_lumo_ha": [-0.1595, -0.1660],
  "fmax_ev_per_a": 2.61,
  "gap_ev": [7.20, 6.08]
}